# 1
C21H36N2O7S | ωB97M-V/def2-TZVPD

Computed properties:
SMILES: c1cc(C[C@@H]2CO2)c2nsnc2c1.COCCOCCOC.COCCOCCOC
net charge: 0
LUMO level: -1.61 eV
HOMO level: -0.30656 Eh

Each line ends with the natural charge from an NBO analysis.
Element x y z (Å)
C1 -0.3476 8.8903 -1.8805  -0.195
C2 0.1471 8.4373 -3.3822  -0.262
C3 -0.0595 6.8651 -3.8333  0.019
C4 0.4608 6.3669 -5.3056  -0.466
C5 2.0594 5.6954 -4.8883  0.077
C6 2.6588 4.5386 -6.0359  -0.239
O1 2.0815 4.1716 -4.5403  -0.566
C7 -0.7567 5.7044 -2.8674  0.100
N1 -0.9349 4.2586 -3.3041  -0.529
S1 -1.6806 3.6044 -1.8254  0.771
N2 -1.8160 4.9893 -0.7128  -0.550
C8 -1.2294 6.2139 -1.3826  0.112
C9 -1.0346 7.7630 -0.8770  -0.246
H1 -0.1809 10.0210 -1.5740  0.247
H2 0.6587 9.1940 -4.1407  0.247
H3 0.6655 7.2214 -6.0792  0.240
H4 -0.1269 5.4468 -5.7268  0.259
H5 2.8910 6.4680 -4.3540  0.235
H6 1.9349 3.7191 -6.4516  0.263
H7 3.7529 4.3953 -5.6470  0.229
H8 -1.3729 8.0569 0.2086  0.254
C10 -2.6768 -4.2112 1.6336  -0.250
O2 -3.0654 -3.3117 0.6079  -0.551
C11 -4.4686 -3.0478 0.6265  -0.094
C12 -4.7913 -1.8135 -0.2184  -0.093
O3 -4.5601 -0.5856 0.4838  -0.541
C13 -3.1849 -0.2040 0.6235  -0.094
C14 -2.5867 0.3415 -0.6767  -0.095
O4 -2.1809 -0.7327 -1.5259  -0.548
C15 -1.9455 -0.3027 -2.8564  -0.250
H9 -3.2046 -5.1636 1.5310  0.166
H10 -1.6021 -4.3902 1.5449  0.196
H11 -2.8736 -3.7722 2.6164  0.166
H12 -4.8077 -2.8873 1.6570  0.175
H13 -4.9782 -3.9224 0.2081  0.169
H14 -5.8647 -1.8234 -0.4366  0.188
H15 -4.2700 -1.8252 -1.1786  0.199
H16 -2.5877 -1.0183 1.0381  0.198
H17 -3.1830 0.6047 1.3616  0.189
H18 -1.6996 0.9409 -0.4488  0.169
H19 -3.3285 0.9665 -1.1895  0.174
H20 -2.8704 0.0794 -3.3001  0.165
H21 -1.6122 -1.1642 -3.4426  0.196
H22 -1.1669 0.4658 -2.8813  0.166
C16 3.1254 -6.7492 5.3036  -0.248
O5 3.0009 -5.4263 4.8072  -0.548
C17 4.2227 -4.6946 4.9125  -0.094
C18 4.1690 -3.4373 4.0421  -0.093
O6 4.4583 -3.7046 2.6641  -0.541
C19 3.4044 -4.3345 1.9231  -0.093
C20 2.2676 -3.3695 1.5734  -0.095
O7 1.3770 -3.2288 2.6809  -0.551
C21 0.5202 -2.1080 2.5390  -0.253
H23 3.4279 -6.7393 6.3547  0.165
H24 2.1528 -7.2410 5.2193  0.194
H25 3.8493 -7.3112 4.7057  0.165
H26 5.0656 -5.3228 4.6000  0.174
H27 4.3513 -4.4093 5.9620  0.169
H28 4.9615 -2.7592 4.3770  0.187
H29 3.2230 -2.9017 4.1519  0.200
H30 3.0398 -5.2277 2.4340  0.198
H31 3.8668 -4.6651 0.9874  0.188
H32 1.6936 -3.7691 0.7315  0.171
H33 2.6852 -2.3923 1.3003  0.176
H34 1.1059 -1.1833 2.5233  0.166
H35 -0.1509 -2.0763 3.4023  0.192
H36 -0.0787 -2.1934 1.6272  0.171

---

# 2
C21H37BF4I2MnN3OSi4 | ωB97M-V/def2-TZVPD

Computed properties:
expectation value of S²: 6.400
net charge: 0
LUMO level (spin up / spin down): -1.47 / -0.61 eV
HOMO level (spin up / spin down): -0.28775 / -0.28994 Eh
multiplicity: 5

Each line ends with the Mulliken spin population.
Element x y z (Å)
Mn1 -0.0992 0.1252 -0.0969  4.326
I1 -1.5027 4.7748 1.4698  0.002
C1 -0.9031 3.1162 2.5963  0.016
C2 -0.7997 3.1731 3.9897  0.001
C3 -0.3843 2.0758 4.7021  0.004
I2 -0.1684 2.2676 6.7895  0.000
C4 -0.0806 0.8508 4.0654  -0.004
C5 0.2914 -0.3521 4.6936  0.007
C6 0.5368 -1.4617 3.9201  0.000
C7 0.4283 -1.3954 2.5351  0.003
N1 0.0876 -0.2822 1.8995  0.102
C8 -0.1821 0.8211 2.6560  -0.022
C9 -0.5816 1.9618 1.8962  -0.030
O1 -0.5942 1.8416 0.5960  -0.001
H1 -1.0459 4.0887 4.5087  0.000
H2 0.3632 -0.4076 5.7709  0.000
H3 0.7918 -2.4044 4.3840  -0.001
H4 0.5956 -2.2673 1.9145  -0.005
F1 -1.2795 -3.3247 -1.7225  0.001
B1 -0.9029 -3.0690 -0.4295  -0.044
F2 0.0433 -1.8204 -0.5448  -0.061
F3 -1.9212 -2.6131 0.3738  -0.004
F4 -0.1212 -4.0336 0.1421  0.000
C10 2.4885 3.6653 1.1102  0.003
Si1 2.5746 2.8809 -0.6040  -0.038
C11 1.2639 3.6483 -1.7324  0.002
C12 4.3044 3.1698 -1.3177  -0.019
Si2 2.1571 0.5018 -0.6057  -0.241
Si3 3.8284 -0.4642 0.8180  -0.018
C13 5.6498 -0.2234 0.3480  -0.016
C14 3.6008 0.3377 2.5293  0.004
C15 3.4912 -2.3321 0.9157  0.000
Si4 2.6961 -0.5964 -2.7078  -0.028
C16 4.5367 -0.4021 -3.1161  -0.020
C17 2.3289 -2.4453 -2.6941  0.004
C18 1.7092 0.2597 -4.0882  0.000
H5 2.4474 4.7544 1.0385  0.001
H6 3.3485 3.3969 1.7270  -0.001
H7 1.5935 3.3366 1.6364  -0.001
H8 1.3124 4.7400 -1.7471  0.001
H9 0.2728 3.3615 -1.3728  0.001
H10 1.3722 3.2910 -2.7601  0.001
H11 4.5102 4.2362 -1.4388  -0.003
H12 4.4104 2.6956 -2.2955  0.002
H13 5.0728 2.7580 -0.6611  0.003
H14 5.8779 0.8141 0.0992  0.003
H15 5.9296 -0.8401 -0.5058  0.001
H16 6.2798 -0.5125 1.1924  -0.002
H17 4.2750 1.1859 2.6653  -0.002
H18 3.7976 -0.3766 3.3332  0.001
H19 2.5796 0.7045 2.6558  -0.001
H20 4.1926 -2.8975 0.2988  0.000
H21 2.4835 -2.5769 0.5725  0.002
H22 3.5875 -2.6952 1.9422  0.000
H23 5.1340 -1.0961 -2.5237  0.002
H24 4.9070 0.6066 -2.9249  0.006
H25 4.7187 -0.6318 -4.1688  -0.003
H26 3.0425 -2.9720 -2.0575  0.000
H27 2.4094 -2.8650 -3.7002  0.001
H28 1.3285 -2.6639 -2.3186  0.001
H29 1.8739 1.3396 -4.0763  0.000
H30 0.6410 0.0768 -3.9544  0.000
H31 1.9945 -0.1118 -5.0759  0.000
C19 -2.5744 -0.5096 -4.6953  0.002
N2 -2.0803 0.6573 -3.9705  0.006
C20 -1.8233 1.8746 -4.7353  0.002
C21 -1.5206 0.5148 -2.8038  0.085
N3 -1.0169 0.4229 -1.7682  -0.028
H32 -3.5084 -0.2496 -5.1917  0.000
H33 -2.7505 -1.3298 -4.0036  -0.001
H34 -1.8492 -0.8318 -5.4463  0.000
H35 -2.7459 2.1919 -5.2207  0.000
H36 -1.0615 1.6998 -5.4984  0.001
H37 -1.4843 2.6643 -4.0688  -0.001

---

Values for max |F|, eV Å⁻¹, ordered as above
7.5, 2.6